[1]
16
Properties=species:S:1:pos:R:3:forces:R:3:mulliken_charge:R:1 method="wB97M-V/def2-TZVPD" homo_energy_ev=-7.323 smiles="NC(N)=N[C@H](N)C=O" lumo_ha=0.0351 homo_lumo_gap_ev=8.279 largest_force_ha_per_bohr=0.113 total_charge=0
C 0.96350 0.50202 0.02660 1.20 -2.01 -0.06 0.4634
N 0.75025 0.68000 -1.31657 -0.25 0.45 -0.01 -0.4590
N 1.94229 1.33072 0.57088 -0.10 0.24 -0.04 -0.5370
N -1.07874 -1.50941 -0.81836 0.00 -0.26 -0.02 -0.5348
C -1.20480 0.49750 0.87245 -2.48 -5.28 -0.23 0.0675
C -0.61878 -1.23518 0.50908 -2.29 2.91 0.39 -0.2598
N 0.55006 -0.53504 0.72940 2.34 2.13 0.04 -0.5247
O -1.86226 0.96803 -0.01629 0.89 1.04 0.21 -0.5164
H 0.77007 1.63617 -1.64042 0.04 0.02 0.11 0.2299
H -0.02212 0.14183 -1.68888 0.09 -0.15 0.09 0.3621
H 2.19873 1.06212 1.50924 -0.10 -0.08 -0.05 0.2564
H 2.75615 1.44277 -0.01931 -0.13 0.04 -0.02 0.2493
H -1.13389 -2.50576 -0.98576 -0.18 0.11 -0.13 0.2239
H -1.98355 -1.05891 -0.97635 0.16 -0.15 0.03 0.2001
H -1.21655 0.55441 1.95594 0.74 1.02 -0.13 0.4015
H -0.81036 -1.97128 1.28836 0.08 -0.03 -0.19 0.3776

[2]
16
Properties=species:S:1:pos:R:3:forces:R:3:mulliken_charge:R:1 method="wB97M-V/def2-TZVPD" homo_energy_ev=-9.508 lumo_ha=0.0026 homo_lumo_gap_ev=9.580 largest_force_ha_per_bohr=0.062 total_charge=0
C 2.29460 0.32145 0.32966 0.28 -0.12 0.55 -0.8499
C -2.31591 -1.09492 0.39890 -0.07 -0.25 -0.04 -0.8761
N 0.95261 0.46844 -0.19851 1.13 -2.99 0.09 0.3829
N -1.25702 -0.24683 -0.07772 1.02 0.94 -0.16 -0.1763
C 0.06712 -0.58936 0.07114 -0.86 -0.53 0.37 0.4378
N 0.45912 1.74200 -0.20581 -0.70 1.59 -2.02 -0.3609
N 0.19728 2.08791 -1.37209 -0.33 1.32 1.16 -0.3186
O 0.43176 -1.71174 0.41029 0.04 1.18 -0.35 -0.6312
H -1.43071 0.73892 -0.23837 -0.31 -0.52 0.18 0.2978
H 0.45469 1.36521 -2.05572 0.08 -0.45 0.13 0.2957
H 2.76119 -0.56428 -0.11157 -0.18 0.21 0.11 0.2779
H 2.89278 1.20393 0.08547 -0.22 -0.15 -0.01 0.3161
H 2.24391 0.19278 1.41571 0.31 0.01 -0.04 0.3088
H -2.02206 -1.57109 1.33876 -0.11 -0.02 -0.15 0.2979
H -3.20492 -0.48076 0.56064 0.10 -0.17 -0.05 0.3461
H -2.52447 -1.86162 -0.35083 -0.18 -0.07 0.24 0.2521

[3]
16
Properties=species:S:1:pos:R:3:forces:R:3:mulliken_charge:R:1 method="wB97M-V/def2-TZVPD" homo_energy_ev=-7.874 lumo_ha=0.0365 homo_lumo_gap_ev=8.867 largest_force_ha_per_bohr=0.083 total_charge=0
C 1.38772 0.13352 0.57188 -0.75 1.11 -0.21 -0.5673
C 0.35133 -0.47405 -0.27587 3.00 2.45 -1.80 1.2575
C -1.04761 0.11277 -0.32928 -0.07 -0.48 1.04 0.1099
N 1.19469 1.25872 1.26308 -0.15 -0.90 0.35 -0.2793
N -1.94784 -0.82699 -0.69072 0.08 0.05 -0.38 -0.3699
O 1.03425 -0.35270 -1.67972 -1.23 -1.23 0.70 -0.6193
N 0.45337 -1.61197 0.46561 -0.37 -1.19 0.47 -0.9580
N -1.24785 1.30692 0.09290 -0.01 0.16 -0.58 -0.6626
H 0.79546 0.49342 -2.08101 -0.18 -0.04 0.25 0.3060
H 2.41605 -0.18996 0.43434 -0.44 -0.36 -0.01 0.3650
H 1.83125 1.48322 2.01438 -0.32 0.19 -0.04 0.2225
H 0.24545 1.65380 1.14416 0.46 0.08 0.32 0.2898
H -1.59961 -1.78007 -0.65539 -0.25 0.19 0.01 0.2427
H -2.93410 -0.64379 -0.61516 0.10 -0.11 0.03 0.2232
H 1.29290 -2.15191 0.28383 0.09 0.21 -0.17 0.2422
H -2.22547 1.58908 0.05697 0.03 -0.12 0.02 0.1976

[4]
16
Properties=species:S:1:pos:R:3:forces:R:3:mulliken_charge:R:1 method="wB97M-V/def2-TZVPD" homo_energy_ev=-8.699 lumo_ha=0.0242 homo_lumo_gap_ev=9.357 largest_force_ha_per_bohr=0.063 total_charge=0
C 3.56075 0.05162 0.44622 -0.72 0.51 0.47 -0.7615
C 1.30402 -0.42761 -0.00323 2.35 0.67 1.83 0.0685
C -1.86604 0.15893 0.04401 0.93 1.29 -0.63 0.6448
H 4.04228 -0.80066 -0.06167 -0.42 0.31 -0.02 0.2749
H 3.46203 -0.18239 1.52001 0.12 -0.10 -0.23 0.3044
H 4.21551 0.91383 0.36874 0.20 -0.04 0.00 0.2822
H 1.41491 -1.29712 0.72567 -0.44 0.73 -1.14 0.3003
H 0.17720 0.61874 -1.22970 -0.50 -1.38 0.53 0.3476
H -3.43875 0.18968 1.22377 0.13 -0.50 -0.97 0.2811
H -2.82352 -1.26996 0.93353 0.32 -2.26 0.69 0.2652
H -2.22433 2.10934 0.27043 0.82 -1.54 -0.58 0.2262
N 2.24470 0.47851 -0.10012 -1.05 -2.47 -0.38 -0.5565
N 0.20073 -0.34190 -0.78983 1.59 2.00 -2.00 -0.1775
N -3.00746 -0.42143 0.50557 -1.24 2.22 0.85 -0.5265
N -1.55500 1.38291 -0.10274 -0.74 0.35 0.59 -0.6675
O -0.99981 -0.83322 -0.40785 -1.35 0.20 0.99 -0.3056

[5]
17
Properties=species:S:1:pos:R:3:forces:R:3:mulliken_charge:R:1 method="wB97M-V/def2-TZVPD" homo_energy_ev="-12.401 / -11.940" lumo_ha="-0.1752 / -0.2197" homo_lumo_gap_ev="7.633 / 5.962" largest_force_ha_per_bohr=0.093 total_charge=+1
C -0.29578 1.12758 -0.84876 -2.52 3.07 -0.03 -0.0701
C 0.40163 0.94018 0.36922 1.84 -1.67 -0.27 0.2517
C -0.82115 -0.00925 -2.93677 -0.11 -2.77 -1.65 -0.8763
N 0.57277 1.72382 1.32154 -0.06 1.24 1.65 -0.6929
N 0.40095 -0.97439 -1.22221 -1.02 -0.98 -2.70 -0.4993
N -0.33983 0.06187 -1.60718 1.41 -0.47 1.05 0.5139
N 0.00739 -0.76173 2.90281 -0.99 -4.41 1.52 0.0114
N 1.01652 -1.30996 2.33678 1.29 -0.99 -0.64 -0.4345
S 1.22957 -0.78797 0.06642 0.09 1.47 1.73 0.2624
H -0.93708 2.10629 -1.10854 1.76 -2.55 0.64 0.3645
H -0.81220 0.90026 -3.41153 0.24 2.44 -0.75 0.4185
H -1.83729 -0.37624 -3.04358 -0.07 -0.33 0.46 0.3001
H -0.12388 -0.68120 -3.50463 -0.82 0.55 0.61 0.3206
H 1.18952 1.58385 2.14458 -0.29 -0.25 -1.24 0.3278
H -0.73096 -1.35969 3.35921 0.76 1.39 -0.71 0.2748
H -0.02302 0.19225 2.77977 -0.75 2.45 0.19 0.2384
H 1.10283 -2.37567 2.40288 -0.75 1.81 0.13 0.2888

[6]
17
Properties=species:S:1:pos:R:3:forces:R:3:mulliken_charge:R:1 method="wB97M-V/def2-TZVPD" homo_energy_ev=-8.556 lumo_ha=0.0059 homo_lumo_gap_ev=8.717 largest_force_ha_per_bohr=0.172 total_charge=0
C 1.54569 0.86941 -0.38240 0.67 1.10 1.37 -0.1420
C 0.27384 0.63528 0.38037 -2.80 -0.65 0.50 0.6589
C -0.31837 -2.08070 0.45948 -1.19 2.50 -2.50 -0.2503
H -0.31876 0.11751 -1.85254 4.36 1.43 -3.42 0.1899
H 0.99384 -0.20341 -3.32444 -1.49 3.30 3.61 0.3017
H 2.47840 1.17679 0.33128 -2.46 -0.64 -1.93 0.2926
H -1.39440 0.32326 -1.05689 -0.20 0.83 3.27 0.3473
H 0.10820 -2.99839 0.13028 0.02 -0.88 0.07 0.3331
H -0.20234 -1.82950 1.65680 -0.55 -0.04 -3.44 0.1934
H -1.67466 0.49910 1.66322 -2.01 -1.41 -0.29 0.3294
H -0.84786 1.04295 3.14463 -1.52 0.08 -1.43 0.2792
N 0.58532 0.61756 -2.49813 -1.34 -3.50 -0.13 -0.5131
N 1.65346 1.00728 -1.64798 0.00 -1.81 -0.29 -0.3397
N -1.08656 -0.05112 -0.06544 0.91 1.61 -4.90 -0.4006
N -0.79920 -1.32770 -0.62180 2.64 -3.88 7.50 -0.4797
N 0.09088 1.07324 1.56289 3.77 1.14 -1.61 -0.3920
N -1.08747 1.12842 2.12066 1.20 0.83 3.61 -0.4081

[7]
17
Properties=species:S:1:pos:R:3:forces:R:3:mulliken_charge:R:1 method="wB97M-V/def2-TZVPD" homo_energy_ev="-7.536 / -7.536" lumo_ha="0.0024 / 0.0024" homo_lumo_gap_ev="7.602 / 7.601" largest_force_ha_per_bohr=0.089 total_charge=0
C 1.09931 -2.44480 -2.02676 0.36 0.54 -0.15 0.0541
C -1.82459 1.52635 0.51795 -1.39 -1.66 -0.40 -0.7788
C 0.32115 2.10006 1.58993 0.24 -1.17 -2.30 -0.8349
N 1.57623 -1.72569 -1.18825 -1.81 1.52 1.06 0.7013
N 2.00152 -0.85448 -0.41207 3.87 -2.40 -0.49 -1.1720
N 1.43611 0.19094 0.17297 -3.94 2.07 -0.18 0.0278
N 0.20482 0.41275 -0.12448 -0.12 -0.75 -0.28 -0.0812
N 0.51544 -3.63036 -2.00790 -0.54 -0.81 0.57 -0.3149
N -0.40778 1.48001 0.42587 2.78 1.05 1.12 0.1019
H -2.20146 1.06861 1.47934 0.29 0.19 -0.89 0.2864
H -2.26880 2.50933 0.45564 0.52 0.62 0.11 0.2771
H -2.24477 1.00444 -0.36210 0.14 -0.12 0.60 0.3269
H 0.39817 3.17659 1.57218 0.25 0.13 -0.37 0.2336
H -0.21856 1.79190 2.40905 -1.37 -0.37 2.29 0.3245
H 1.22733 1.49768 1.60548 0.48 1.06 0.29 0.4057
H 0.03838 -4.07201 -1.21353 0.56 0.56 -0.34 0.2092
H 0.34751 -4.03131 -2.89331 -0.35 -0.47 -0.63 0.2334

[8]
19
Properties=species:S:1:pos:R:3:forces:R:3:mulliken_charge:R:1 method="wB97M-V/def2-TZVPD" homo_energy_ev=-17.761 lumo_ha=-0.3994 homo_lumo_gap_ev=6.892 largest_force_ha_per_bohr=0.068 total_charge=+2
C 0.54689 0.33517 1.10152 -0.73 -1.14 -0.37 0.4107
C 1.24318 -0.73647 -1.18060 -0.29 -0.58 -1.51 0.1075
C -2.87591 1.01474 1.44150 0.50 -1.15 0.38 -0.7858
N -0.55296 0.75021 1.41070 -1.00 -0.20 -0.57 -0.0747
N 1.15867 -1.74615 -1.78342 -0.33 1.14 2.55 0.6695
N 1.74012 0.24945 1.52447 0.76 -0.91 -0.84 -0.2313
N 1.17637 0.73564 -1.57253 -0.95 1.06 1.70 1.0465
N 1.12927 -2.94859 -2.11969 0.04 -1.10 -0.76 -0.7389
N -1.57033 1.35555 0.95772 0.76 -1.65 2.29 0.1118
O 0.38070 1.46989 -1.06638 -1.12 -0.56 0.38 -0.5006
O 2.04384 1.03808 -2.26748 2.33 -0.26 -2.36 -0.3726
H -3.18794 1.49768 2.30073 -0.04 1.60 1.92 0.3362
H -3.56245 1.28780 0.72375 -1.49 0.25 -1.83 0.3643
H -2.94051 -0.02006 1.72429 0.15 -0.65 -0.46 0.3376
H 2.49168 -0.34054 1.20096 -0.37 -0.39 -0.27 0.2552
H 2.03200 0.96377 2.08472 1.28 2.30 2.31 0.2394
H 1.34819 -3.08543 -3.06788 0.78 -0.37 -1.60 0.2907
H 0.81938 -3.80166 -1.65092 -0.52 0.83 0.91 0.2928
H -1.42020 1.98092 0.23855 0.24 1.77 -1.88 0.2415

Calculated total energy across the listed records, respectively: -11246.2497, -11246.7412, -11246.3455, -11246.1275, -21514.3445, -12173.3779, -12174.9730, -16248.7421 eV.
Energy relative to the best compared isomer or geometry (same formula, charge and spin) across the listed records, respectively: 325.5, 278.1, 316.3, 337.3, 472.0, 612.5, 458.6, 19.9 kJ/mol.